The following is a DFT calculation (the ωB97M-V functional and the def2-TZVPD basis) of a structure of composition C16H19N3OReS at a distorted geometry.

- 2S+1: 2
- Total charge: +4
- Kohn-Sham gap (spin up / spin down): 5.287 / 6.078 eV
- E: -36336.279 eV
- Expectation value of S²: 0.79
- Energy above the lowest of the compared OMol25 structures with the same formula, charge and spin: 49.7 kJ/mol

Element x y z (Å)
Re 0.050 0.169 -0.907
N 0.247 2.025 0.180
C -0.465 1.953 1.461
C -0.461 2.962 2.414
C -1.170 2.782 3.606
C -1.859 1.605 3.839
C -1.873 0.579 2.861
C -2.554 -0.635 3.018
C -2.507 -1.611 1.998
C -1.795 -1.366 0.859
N -1.101 -0.193 0.667
C -1.151 0.782 1.664
H 1.231 2.265 0.359
H -0.111 2.815 -0.372
H 0.082 3.889 2.252
H -1.175 3.572 4.347
H -2.383 1.452 4.776
H -3.125 -0.821 3.924
H -3.029 -2.554 2.109
H -1.764 -2.101 0.062
S -3.006 1.166 -4.072
C -1.399 0.871 -4.626
C -0.569 0.698 -3.584
N -1.210 0.767 -2.336
C -2.531 1.013 -2.484
H -1.153 0.855 -5.681
H 0.506 0.544 -3.656
H -3.215 1.107 -1.651
C 3.050 -2.957 -0.896
C 3.752 -1.713 -1.497
C 3.016 -0.510 -0.942
O 1.648 -1.029 -0.587
C 1.797 -2.472 -0.181
H 3.699 -3.491 -0.203
H 2.820 -3.694 -1.661
H 3.729 -1.733 -2.585
H 4.809 -1.666 -1.244
H 2.908 0.321 -1.647
H 3.471 -0.138 -0.023
H 0.892 -3.009 -0.462
H 1.896 -2.496 0.903

Results of the Löwdin charge analysis, in e, for atoms 1 through 2: atom 1 (Re): 1.75, atom 2 (N): 0.05